ORCA calculation (the ωB97M-V functional and the def2-TZVPD basis) on a molecular structure, C22H51BN4O2PmSi2 at a distorted geometry.

**HOMO (spin up / spin down)**: -9.23 / -9.23 eV
**Gap between HOMO and LUMO (spin up / spin down)**: 0.261 / 0.261 hartree
**Spin multiplicity**: 5
**Energy above the lowest of the compared OMol25 structures with the same formula, charge and spin**: 68.03 kJ/mol
**Net charge**: +1

Geometry (Å):
1 O -2.0055 -3.0932 -1.2770
2 O -3.3473 -1.8602 -2.5679
3 C -0.5817 -2.7522 -1.2516
4 C 0.2338 -3.9669 -0.9058
5 H -0.4172 -1.9414 -0.5230
6 H -0.3495 -2.3884 -2.2572
7 H 0.1863 -4.1949 0.1612
8 H 1.2780 -3.7753 -1.1577
9 H -0.0926 -4.8489 -1.4656
10 C -2.6060 -3.4244 0.0270
11 C -4.0343 -3.8137 -0.2187
12 H -2.5127 -2.5533 0.6973
13 H -2.0248 -4.2601 0.4337
14 H -4.6499 -2.9539 -0.5071
15 H -4.4424 -4.2217 0.7122
16 H -4.1147 -4.5909 -0.9905
17 C -3.3461 -0.4345 -2.2871
18 C -3.1276 -2.1761 -3.9714
19 C -3.5978 -0.1745 -0.8253
20 H -4.1506 -0.0117 -2.9039
21 H -2.3895 0.0084 -2.6157
22 H -4.4712 -0.7251 -0.4520
23 H -3.7951 0.8964 -0.7056
24 H -2.7208 -0.4101 -0.2060
25 C -3.3235 -3.6519 -4.1973
26 H -2.1145 -1.8525 -4.2597
27 H -3.8624 -1.5901 -4.5367
28 H -2.6080 -4.2589 -3.6283
29 H -3.1650 -3.8524 -5.2622
30 H -4.3447 -3.9595 -3.9419
31 H -2.6717 -2.4773 -1.9033
32 Pm 1.1225 1.7585 0.8369
33 C 0.2963 1.4671 -1.0521
34 Si 1.4439 2.3539 -2.2271
35 H -0.7283 1.9032 -1.1443
36 H 0.1685 0.4144 -1.3999
37 C 2.8027 1.1835 -2.7893
38 C 2.2641 3.8270 -1.3724
39 C 0.5232 3.0002 -3.7146
40 C 3.6550 1.3899 0.6352
41 Si 4.1041 2.1652 2.2542
42 H 4.2506 1.7370 -0.2213
43 H 3.7204 0.2838 0.6478
44 C 5.5586 3.3386 2.0313
45 C 4.5294 0.8381 3.5133
46 C 2.6762 3.2034 2.9769
47 H 1.1012 3.7826 -4.2249
48 H -0.4352 3.4325 -3.3975
49 H 0.3167 2.1978 -4.4349
50 H 3.3754 0.7818 -1.9437
51 H 3.4969 1.7100 -3.4597
52 H 2.3599 0.3423 -3.3398
53 H 3.0288 3.5595 -0.6241
54 H 1.5302 4.5121 -0.9180
55 H 2.7766 4.3685 -2.1829
56 H 5.3688 0.2278 3.1519
57 H 3.6762 0.1660 3.6895
58 H 4.8176 1.2803 4.4776
59 H 1.9466 2.6326 3.5778
60 H 2.1316 3.8447 2.2526
61 H 3.1712 3.9042 3.6669
62 H 6.0777 3.5139 2.9847
63 H 5.2317 4.3127 1.6398
64 H 6.2850 2.9174 1.3228
65 B -0.3773 0.5345 4.0386
66 N 0.3062 -0.5888 3.1787
67 C 0.4874 -1.8807 3.4880
68 C 1.1680 -2.5091 2.4427
69 C 1.3697 -1.5164 1.4739
70 N 0.8490 -0.3326 1.9206
71 N -1.4102 1.2651 3.0985
72 C -2.7494 1.3069 3.1918
73 C -3.2514 2.0770 2.1374
74 C -2.1312 2.4923 1.4069
75 N -0.9966 1.9926 1.9849
76 H 0.4289 1.3034 4.5027
77 H -1.0012 -0.0049 4.9318
78 H 0.1275 -2.2738 4.4309
79 H 1.4817 -3.5363 2.3902
80 H 1.8607 -1.5975 0.5090
81 H -3.2678 0.8087 4.0029
82 H -4.2800 2.3044 1.9262
83 H -2.0895 3.1137 0.5187

ORCA calculation (the ωB97M-V functional and the def2-TZVPD basis) on a molecular structure, C22H52AuN3O5PSSi4Te2.

**HOMO**: -3.31 eV
**Gap between HOMO and LUMO**: 0.189 hartree
**Net charge**: -1

Geometry (Å):
1 Au -0.6425 1.3310 0.5160
2 O -1.4293 1.0534 3.3978
3 S -2.6115 0.3963 4.0501
4 C -3.7423 0.0410 2.6793
5 C -3.1199 -1.1577 1.9799
6 C -2.8609 -2.1549 3.1043
7 C -2.2097 -1.3638 4.2427
8 H -3.8120 0.9472 2.0773
9 H -4.7183 -0.1952 3.1136
10 H -2.1705 -0.8560 1.5283
11 H -3.7571 -1.5579 1.1905
12 H -2.1947 -2.9569 2.7919
13 H -3.8059 -2.5931 3.4397
14 H -1.1171 -1.4015 4.1926
15 H -2.5265 -1.6733 5.2382
16 C -2.3711 0.2980 -3.6568
17 Si -1.2023 -1.1405 -3.3363
18 C -1.0441 -2.0378 -4.9944
19 C -2.0416 -2.3386 -2.1588
20 Si 0.9164 -0.5055 -2.5873
21 Te 1.2878 -0.1919 -0.1481
22 Si 2.3661 -2.3093 -2.9494
23 C 4.0546 -1.9355 -2.2105
24 C 1.6730 -3.8035 -2.0454
25 C 2.6805 -2.8131 -4.7423
26 Si 1.5842 1.3383 -3.8451
27 C 3.2604 1.9669 -3.2731
28 C 0.3591 2.7621 -3.6792
29 C 1.7374 0.9823 -5.6960
30 H -3.3936 -0.0794 -3.7420
31 H -2.1128 0.8022 -4.5907
32 H -2.3465 1.0335 -2.8537
33 H -2.0384 -2.2612 -5.3908
34 H -0.5042 -2.9802 -4.8896
35 H -0.5123 -1.4339 -5.7325
36 H -3.0389 -2.5900 -2.5301
37 H -2.1379 -1.9092 -1.1599
38 H -1.4651 -3.2597 -2.0603
39 H 3.9692 -1.6987 -1.1490
40 H 4.5338 -1.0847 -2.6986
41 H 4.7053 -2.8073 -2.3180
42 H 1.3876 -3.5325 -1.0261
43 H 2.4176 -4.6014 -1.9883
44 H 0.7874 -4.1997 -2.5478
45 H 3.1316 -2.0007 -5.3147
46 H 1.7681 -3.1085 -5.2604
47 H 3.3711 -3.6602 -4.7582
48 H 3.2569 2.1542 -2.1982
49 H 3.5123 2.8955 -3.7921
50 H 4.0476 1.2373 -3.4737
51 H 0.0280 2.8763 -2.6446
52 H -0.5284 2.5905 -4.2900
53 H 0.8222 3.6994 -3.9993
54 H 2.4006 0.1391 -5.8934
55 H 2.1379 1.8584 -6.2131
56 H 0.7671 0.7455 -6.1383
57 C 1.9305 -0.1103 7.3570
58 C 1.6730 0.2657 5.9139
59 O 1.3571 -0.9235 5.1893
60 P 1.9724 -1.0555 3.6936
61 O 1.8117 0.2057 2.9273
62 Te 1.1385 -3.0772 2.7814
63 O 3.5374 -1.2468 4.1129
64 C 4.4684 -1.4020 3.0436
65 C 5.1418 -2.7529 3.1430
66 H 2.1364 0.7811 7.9538
67 H 2.7839 -0.7852 7.4214
68 H 1.0628 -0.6183 7.7793
69 H 2.5448 0.7564 5.4767
70 H 0.8283 0.9549 5.8265
71 H 5.1942 -0.5885 3.1279
72 H 3.9624 -1.2897 2.0799
73 H 5.6983 -2.8374 4.0777
74 H 5.8314 -2.8933 2.3085
75 H 4.3871 -3.5385 3.1142
76 C -4.9580 4.1790 -1.1720
77 N -4.0763 4.0225 -0.0262
78 C -4.1735 4.8081 1.0728
79 C -3.3252 4.6722 2.1112
80 C -2.3017 3.6754 1.9848
81 N -2.2110 2.8899 0.9233
82 C -3.0981 3.0076 -0.1225
83 O -3.0902 2.3050 -1.1061
84 N -1.3707 3.5537 2.9441
85 H -5.6552 4.9864 -0.9606
86 H -5.4988 3.2526 -1.3579
87 H -4.3758 4.4095 -2.0628
88 H -4.9677 5.5437 1.0664
89 H -3.4093 5.2825 2.9954
90 H -1.5759 3.9501 3.8449
91 H -0.8814 2.6619 2.9715

ORCA calculation (the ωB97M-V functional and the def2-TZVPD basis) on a molecular structure, C22H52Br12O18S6 at a distorted geometry.

**HOMO**: -10.16 eV
**Gap between HOMO and LUMO**: 0.358 hartree
**Energy above the lowest of the compared OMol25 structures with the same formula, charge and spin**: 0.00 kJ/mol

Geometry (Å):
1 O 9.6950 4.2488 9.8810
2 S 9.7900 5.6431 9.6062
3 O 9.3576 6.6211 10.5609
4 O 11.3040 5.9616 9.1967
5 C 11.6975 7.3560 9.0594
6 C 13.0488 7.3671 8.3769
7 C 8.9206 6.0672 8.0389
8 H 11.7511 7.8534 10.0318
9 H 10.9354 7.7731 8.4010
10 H 13.9281 7.0143 8.9066
11 H 13.2519 8.3882 8.0469
12 H 12.8782 6.7558 7.4834
13 H 7.9884 5.5320 8.2025
14 H 9.4895 5.6929 7.1926
15 H 8.8087 7.1391 7.9212
16 O 13.0497 12.2893 17.3142
17 S 12.1628 13.3392 16.9119
18 O 12.3434 13.9916 15.6405
19 O 10.6431 12.7691 16.9784
20 C 10.1966 12.0383 15.8436
21 C 9.0302 11.1444 16.2020
22 C 12.0216 14.5630 18.2335
23 H 11.0139 11.4751 15.3782
24 H 9.8376 12.6569 15.0067
25 H 8.1474 11.5951 16.6452
26 H 9.3507 10.2591 16.7563
27 H 8.6696 10.6919 15.2682
28 H 13.0089 14.5974 18.6824
29 H 11.2453 14.2130 18.9057
30 H 11.7553 15.5246 17.8079
31 O 11.0725 13.8791 8.6665
32 S 12.0629 12.8725 8.8661
33 O 13.2749 12.9744 8.1002
34 O 12.4504 12.8562 10.4083
35 C 11.3810 12.9617 11.3920
36 C 12.0672 13.2877 12.6743
37 C 11.4723 11.2004 8.6409
38 H 10.9447 11.9555 11.4457
39 H 10.5397 13.6068 11.1326
40 H 12.7692 12.5116 12.9636
41 H 11.3551 13.3778 13.4974
42 H 12.6288 14.2178 12.7215
43 H 10.8548 10.9616 9.5138
44 H 12.4159 10.6625 8.6736
45 H 10.8314 11.0934 7.7772
46 O 7.7971 16.9529 10.7737
47 S 7.1036 15.9142 11.4466
48 O 5.6977 15.9969 11.7375
49 O 7.3776 14.5736 10.5902
50 C 6.2936 13.6640 10.3126
51 C 5.5405 14.0296 9.0561
52 C 7.8781 15.3260 12.9680
53 H 5.6610 13.6068 11.2121
54 H 6.6688 12.6382 10.3206
55 H 6.1606 13.7657 8.1948
56 H 5.3708 15.1030 8.9684
57 H 4.5757 13.5308 8.9822
58 H 8.9538 15.3003 12.8360
59 H 7.3732 14.3897 13.1839
60 H 7.5876 15.9994 13.7753
61 O 9.4116 15.5047 4.0646
62 S 8.0511 15.9495 4.1123
63 O 7.0928 15.5288 3.1370
64 O 7.4477 15.6251 5.5687
65 C 8.3275 14.9888 6.5299
66 C 8.4888 13.4883 6.3207
67 C 7.9859 17.7625 4.1441
68 H 7.7197 15.1076 7.4385
69 H 9.2516 15.4710 6.8473
70 H 8.9685 13.1471 7.2434
71 H 9.2585 13.3305 5.5673
72 H 7.5598 12.9341 6.2837
73 H 8.7536 18.0992 4.8305
74 H 7.0108 18.0961 4.4935
75 H 8.0328 18.0256 3.0908
76 O 10.7345 9.0869 6.2930
77 S 10.9110 9.6138 4.9626
78 O 9.8684 10.4280 4.4128
79 O 12.2727 10.4311 4.8984
80 C 13.5403 9.7823 5.0275
81 C 14.4745 10.7461 5.7258
82 C 11.1985 8.2473 3.8230
83 H 13.9350 9.3986 4.0824
84 H 13.4283 8.8534 5.6047
85 H 14.8446 11.4539 4.9757
86 H 15.4272 10.3056 6.0200
87 H 13.9934 11.2751 6.5415
88 H 11.5266 7.4445 4.4805
89 H 11.9600 8.4825 3.0867
90 H 10.2556 8.0486 3.3262
91 C 15.9273 15.3268 12.8297
92 Br 16.9440 16.4754 11.6561
93 Br 14.3360 16.2276 13.4815
94 Br 17.0690 14.6796 14.2960
95 H 15.6536 14.4822 12.2140
96 C 13.8433 10.4516 14.2559
97 Br 15.4458 11.5169 14.0729
98 Br 14.0995 8.9352 15.4722
99 Br 13.2180 9.8974 12.5073
100 H 13.0170 11.0108 14.6644
101 C 7.4247 9.7194 9.3038
102 Br 8.3470 10.7956 10.6241
103 Br 7.7105 10.3740 7.4856
104 Br 5.5426 9.7053 9.7381
105 H 7.7778 8.7007 9.3007
106 C 16.0817 11.5731 9.1378
107 Br 16.9776 12.1873 10.7704
108 Br 15.6663 9.6629 9.2692
109 Br 17.2135 11.9521 7.6117
110 H 15.1158 12.0555 9.0702

ORCA calculation (the ωB97M-V functional and the def2-TZVPD basis) on a molecular structure, C22H53B3N4O4S2 at a distorted geometry.

**HOMO**: -8.16 eV
**Gap between HOMO and LUMO**: 0.309 hartree

Geometry (Å):
1 O -1.3351 9.0551 -2.4909
2 B -1.3009 8.2391 -3.5820
3 O -0.1489 7.5095 -3.8979
4 B -0.5015 6.1774 -4.0918
5 C 0.0407 5.0417 -3.1773
6 C 1.4052 5.3360 -2.5259
7 C 1.4800 4.7320 -1.1152
8 S 0.8759 5.8596 0.1584
9 O -1.4942 5.9613 -5.0507
10 B -2.5930 6.7322 -4.7380
11 N -3.9224 6.1318 -4.6805
12 C -4.1132 5.2329 -3.9096
13 S -4.3664 4.0664 -2.9130
14 O -2.4073 8.0518 -4.4049
15 H -1.2033 8.5502 -1.6814
16 H -0.6968 4.9695 -2.3694
17 H 0.0771 4.1002 -3.7199
18 H 1.5538 6.4084 -2.4504
19 H 2.1878 4.9115 -3.1495
20 H 0.7902 3.8927 -1.0726
21 H 2.4763 4.3837 -0.8643
22 H 1.2586 7.0705 -0.2607
23 C 2.4605 4.5382 3.6410
24 C 1.9808 3.1713 3.1816
25 N 3.0095 2.3822 2.5304
26 C 2.4890 1.2117 1.8491
27 C 1.8366 0.1095 2.6935
28 C 4.2276 2.1863 3.2958
29 C 4.1157 1.5185 4.6738
30 H 2.8978 5.0963 2.8127
31 H 1.6124 5.1084 4.0214
32 H 3.1942 4.4758 4.4459
33 H 1.1753 3.3253 2.4577
34 H 1.5285 2.6531 4.0430
35 H 3.2978 0.7743 1.2569
36 H 1.7508 1.5644 1.1199
37 H 2.5738 -0.4802 3.2368
38 H 1.2945 -0.5770 2.0408
39 H 1.1206 0.5124 3.4100
40 H 4.6994 3.1626 3.4287
41 H 4.9257 1.6198 2.6745
42 H 3.2855 1.9197 5.2562
43 H 5.0296 1.6992 5.2425
44 H 3.9918 0.4391 4.6016
45 C -2.5986 1.1723 -0.9149
46 C -2.9392 -0.0543 -1.7464
47 N -1.8418 -0.9982 -1.8382
48 C -2.0421 -2.0227 -2.8471
49 C -3.1929 -3.0189 -2.6532
50 C -1.3023 -1.4556 -0.5708
51 C -2.2604 -2.1470 0.4096
52 H -1.6981 1.6573 -1.2966
53 H -3.4177 1.8906 -0.9623
54 H -2.4424 0.9300 0.1375
55 H -3.1761 0.2747 -2.7616
56 H -3.8604 -0.5079 -1.3456
57 H -1.1066 -2.5779 -2.9568
58 H -2.1906 -1.5098 -3.8022
59 H -2.9706 -3.7570 -1.8833
60 H -3.3612 -3.5662 -3.5825
61 H -4.1273 -2.5208 -2.3938
62 H -0.8557 -0.5966 -0.0621
63 H -0.4610 -2.1199 -0.7844
64 H -3.2115 -1.6205 0.4993
65 H -1.8090 -2.1758 1.4026
66 H -2.4645 -3.1782 0.1230
67 C 1.5975 -8.8406 0.5878
68 C 1.1879 -7.6019 1.3699
69 N 0.7402 -6.5135 0.5217
70 C 0.6162 -5.2496 1.2223
71 C -0.4355 -5.1323 2.3331
72 C -0.3354 -6.8349 -0.3994
73 C -1.6547 -7.3620 0.1830
74 H 2.3534 -8.5948 -0.1587
75 H 2.0178 -9.5816 1.2684
76 H 0.7516 -9.3072 0.0824
77 H 2.0571 -7.2440 1.9278
78 H 0.4361 -7.8927 2.1218
79 H 0.4348 -4.4673 0.4790
80 H 1.5954 -5.0188 1.6534
81 H -1.4447 -5.0637 1.9288
82 H -0.2577 -4.2194 2.9059
83 H -0.3974 -5.9663 3.0340
84 H 0.0414 -7.5738 -1.1103
85 H -0.5362 -5.9446 -1.0014
86 H -1.4894 -8.1188 0.9508
87 H -2.2447 -7.8258 -0.6096
88 H -2.2639 -6.5680 0.6126

Sequential calculated total energy output: -66676.965; -108287.971; -966028.669; -61531.860 eV
Sequential molar mass output: 615.7; 1066.2; 1755.9; 534.3 g mol⁻¹